Entry 1:
Density functional theory data (wB97M-V/def2-TZVPD) for a cluster of 12 separate species, C6H31F6N2O10P in total in a non-equilibrium geometry.

Values from the calculation:
Multiplicity: 1
Gap between HOMO and LUMO (eV): 9.16
LUMO level (eV): -0.94
Net charge: 0

Last columns: bonded neighbours and bond lengths (Å).
CARTESIAN COORDINATES (ANGSTROEM)
1 P 8.12 -1.96 6.91  F2 1.640, F3 1.659, F4 1.636, F5 1.668, F6 1.649, F7 1.623
2 F 9.44 -1.35 7.66  P1 1.640
3 F 7.18 -0.69 7.41  P1 1.659
4 F 6.93 -2.76 6.12  P1 1.636
5 F 8.40 -1.11 5.51  P1 1.668
6 F 7.68 -2.70 8.32  P1 1.649
7 F 9.06 -3.24 6.57  P1 1.623
8 O 8.26 -3.72 3.39  H35 0.957, H41 0.957
9 O 4.59 -3.49 5.15  H27 0.957, H56 0.957
10 O 8.55 -1.98 10.83  H26 0.957, H53 0.957
11 O 7.83 -6.09 5.06  H33 0.957, H52 0.957
12 O 12.58 -1.80 8.99  H34 0.957, H36 0.957
13 O 11.89 -3.56 7.10  H37 0.957, H40 0.957
14 O 9.38 0.80 10.14  H43 0.957, H46 0.957
15 O 8.01 -5.55 9.32  H31 0.957, H45 0.957
16 O 5.75 -0.05 4.38  H32 0.957, H39 0.957
17 O 9.37 0.49 3.57  H29 0.957, H47 0.957
18 N 3.86 0.56 9.97  C20 1.406, C22 1.396, C25 1.421
19 N 4.29 -1.46 9.12  C21 1.445, C22 1.364, C23 1.346
20 C 3.24 1.75 10.36  N18 1.406, H28 1.090, H50 1.090, H54 1.090
21 C 3.99 -2.64 8.36  N19 1.445, C24 1.497, H44 1.090, H51 1.090
22 C 3.43 -0.40 9.06  N18 1.396, N19 1.364, H48 1.080
23 C 5.20 -1.29 10.10  N19 1.346, C25 1.424, H42 1.080
24 C 3.95 -3.85 9.24  C21 1.497, H38 1.090, H49 1.090, H55 1.090
25 C 5.02 0.03 10.61  N18 1.421, C23 1.424, H30 1.080
26 H 8.26 -2.47 10.06  O10 0.957
27 H 5.24 -2.80 5.26  O9 0.957
28 H 2.17 1.62 10.20  C20 1.090
29 H 9.20 0.06 4.41  O17 0.957
30 H 5.41 0.57 11.46  C25 1.080
31 H 8.78 -6.05 9.57  O15 0.957
32 H 6.49 -0.23 4.96  O16 0.957
33 H 8.14 -5.27 4.67  O11 0.957
34 H 12.34 -2.50 9.60  O12 0.957
35 H 8.44 -3.12 4.11  O8 0.957
36 H 12.28 -2.12 8.14  O12 0.957
37 H 12.26 -3.75 6.24  O13 0.957
38 H 3.80 -4.69 8.55  C24 1.090
39 H 5.27 0.65 4.82  O16 0.957
40 H 10.95 -3.46 6.94  O13 0.957
41 H 8.26 -3.16 2.61  O8 0.957
42 H 5.91 -2.05 10.38  C23 1.080
43 H 8.77 0.44 10.78  O14 0.957
44 H 3.10 -2.65 7.72  C21 1.090
45 H 8.36 -4.78 8.88  O15 0.957
46 H 9.26 0.25 9.36  O14 0.957
47 H 8.63 1.08 3.45  O17 0.957
48 H 2.52 -0.22 8.51  C22 1.080
49 H 3.15 -3.74 9.97  C24 1.090
50 H 3.44 1.95 11.41  C20 1.090
51 H 4.81 -2.76 7.66  C21 1.090
52 H 7.25 -5.81 5.77  O11 0.957
53 H 9.39 -2.38 11.06  O10 0.957
54 H 3.56 2.59 9.74  C20 1.090
55 H 4.91 -4.17 9.64  C24 1.090
56 H 5.06 -4.30 5.38  O9 0.957

---

Entry 2:
Density functional theory data (wB97M-V/def2-TZVPD) for a cluster of 8 separate species, C6H31N2O7 in total in a non-equilibrium geometry.

Values from the calculation:
Multiplicity: 1
Gap between HOMO and LUMO (eV): 9.38
LUMO level (eV): -2.55
Net charge: +1

Last columns: bonded neighbours and bond lengths (Å).
CARTESIAN COORDINATES (ANGSTROEM)
1 O 1.37 2.01 -3.40  H31 0.953, H38 0.954
2 O 3.10 2.27 1.48  H29 0.955, H32 0.970
3 O -1.49 2.92 -0.28  H26 0.963, H27 0.952
4 O 2.32 -3.15 2.65  H18 0.967, H35 0.946
5 O -0.64 0.77 2.94  H21 0.968, H45 0.963
6 O 1.12 3.19 -0.14  H34 0.972, H44 0.959
7 O 1.91 0.46 2.87  H30 0.933, H37 0.960
8 N 0.23 0.61 -0.39  C13 1.539, H19 1.047, H40 1.121, H41 1.020
9 N -2.86 -1.23 -2.00  C12 1.492, H20 1.048, H24 1.035
10 C -1.10 -1.79 0.71  C11 1.539, C14 1.570, H23 1.119, H25 1.107
11 C -2.51 -2.17 0.21  C10 1.539, C12 1.576, H28 1.162, H39 1.079
12 C -3.27 -1.04 -0.58  N9 1.492, C11 1.576, H17 1.118, H46 1.131
13 C 0.84 -0.73 -0.83  N8 1.539, C14 1.492, C15 1.668, H36 1.070
14 C -0.17 -1.80 -0.55  C10 1.570, C13 1.492, H33 1.131, H43 1.101
15 C 0.88 -0.65 -2.49  C13 1.668, H16 1.083, H22 1.118, H42 1.101
16 H -0.12 -0.49 -2.87  C15 1.083
17 H -2.94 -0.01 -0.30  C12 1.118
18 H 1.83 -3.66 3.31  O4 0.967
19 H -0.78 0.59 -0.68  N8 1.047
20 H -3.42 -1.92 -2.56  N9 1.048
21 H -1.12 1.53 3.28  O5 0.968
22 H 1.26 -1.64 -2.84  C15 1.118
23 H -1.15 -0.81 1.26  C10 1.119
24 H -3.12 -0.32 -2.43  N9 1.035
25 H -0.67 -2.55 1.38  C10 1.107
26 H -1.23 3.82 -0.53  O3 0.963
27 H -1.72 2.78 0.63  O3 0.952
28 H -3.14 -2.52 1.13  C11 1.162
29 H 3.42 2.71 2.27  O2 0.955
30 H 2.56 -0.21 2.91  O7 0.933
31 H 1.68 2.04 -4.30  O1 0.953
32 H 4.00 2.12 1.14  O2 0.970
33 H -0.72 -2.16 -1.48  C14 1.131
34 H 0.58 3.74 0.46  O6 0.972
35 H 2.54 -3.63 1.87  O4 0.946
36 H 1.77 -0.76 -0.31  C13 1.070
37 H 1.07 0.18 2.51  O7 0.960
38 H 2.16 2.43 -3.05  O1 0.954
39 H -2.53 -3.01 -0.46  C11 1.079
40 H 0.79 1.44 -0.90  N8 1.121
41 H 0.53 0.68 0.58  N8 1.020
42 H 1.69 0.08 -2.64  C15 1.101
43 H 0.36 -2.73 -0.29  C14 1.101
44 H 1.97 3.63 -0.18  O6 0.959
45 H -0.89 0.03 3.50  O5 0.963
46 H -4.40 -1.06 -0.60  C12 1.131

---

Entry 3:
Density functional theory data (wB97M-V/def2-TZVPD) for a cluster of 9 separate species, C6H31NO8 in total in a non-equilibrium geometry.

Values from the calculation:
Multiplicity: 2
Gap between HOMO and LUMO (alpha / beta) (eV): 2.69 / 9.49
LUMO level (alpha / beta) (eV): 2.91 / 2.80
<S²>: 0.751
Net charge: -1

Last columns: bonded neighbours and bond lengths (Å).
CARTESIAN COORDINATES (ANGSTROEM)
1 O -0.54 3.32 -2.75  H21 0.959, H38 0.976
2 O -1.92 2.50 0.35  H17 0.964, H30 0.968
3 O -2.05 1.52 -4.01  H22 0.974, H44 0.982
4 O -2.33 -1.61 -0.45  H23 0.957, H41 0.966
5 O -1.01 -1.22 -2.73  H36 0.977, H45 0.971
6 O -3.75 0.48 0.05  H37 0.988, H43 0.973
7 O 1.91 -0.33 -1.64  H27 0.970, H42 0.965
8 O -1.82 -3.96 1.65  H32 0.971, H35 0.973
9 N 0.91 1.59 0.86  C11 1.483, C14 1.487, H25 1.014
10 C 1.52 -2.04 1.84  C12 1.550, C13 1.543, H24 1.078, H46 1.089
11 C 1.99 2.41 0.25  N9 1.483, H20 1.096, H28 1.078, H34 1.128
12 C 2.12 -2.84 0.65  C10 1.550, H26 1.105, H29 1.083, H40 1.092
13 C 0.62 -0.89 1.34  C10 1.543, C14 1.604, H16 1.102, H18 1.106
14 C 1.34 0.49 1.75  N9 1.487, C13 1.604, C15 1.523, H31 1.113
15 C 1.06 0.59 3.24  C14 1.523, H19 1.112, H33 1.090, H39 1.093
16 H -0.38 -0.88 1.80  C13 1.102
17 H -2.17 3.23 -0.22  O2 0.964
18 H 0.72 -0.94 0.24  C13 1.106
19 H 1.27 1.59 3.67  C15 1.112
20 H 2.76 2.78 0.94  C11 1.096
21 H 0.28 3.79 -2.92  O1 0.959
22 H -2.57 1.58 -3.20  O3 0.974
23 H -2.96 -1.65 -1.18  O4 0.957
24 H 2.36 -1.77 2.45  C10 1.078
25 H 0.33 2.26 1.36  N9 1.014
26 H 2.81 -2.28 0.00  C12 1.105
27 H 2.10 0.43 -2.22  O7 0.970
28 H 1.63 3.06 -0.54  C11 1.078
29 H 2.71 -3.72 0.87  C12 1.083
30 H -1.28 1.84 0.04  O2 0.968
31 H 2.41 0.36 1.49  C14 1.113
32 H -2.63 -3.50 1.37  O8 0.971
33 H 1.66 -0.16 3.77  C15 1.090
34 H 2.61 1.57 -0.18  C11 1.128
35 H -1.28 -3.41 1.06  O8 0.973
36 H -0.97 -1.30 -3.70  O5 0.977
37 H -3.09 -0.18 0.36  O6 0.988
38 H -1.10 2.92 -3.45  O1 0.976
39 H -0.01 0.49 3.43  C15 1.093
40 H 1.33 -3.12 -0.04  C12 1.092
41 H -1.65 -0.93 -0.54  O4 0.966
42 H 1.30 0.02 -0.98  O7 0.965
43 H -3.26 1.30 -0.15  O6 0.973
44 H -1.64 0.64 -3.89  O3 0.982
45 H -0.12 -1.35 -2.36  O5 0.971
46 H 0.77 -2.67 2.33  C10 1.089

---

Entry 4:
Density functional theory data (wB97M-V/def2-TZVPD) for a cluster of 10 separate species, C6H32N12O10 in total in a non-equilibrium geometry.

Values from the calculation:
Multiplicity: 1
Gap between HOMO and LUMO (eV): 8.41
LUMO level (eV): 0.03
Net charge: 0
SMILES: NC(N)=O.NC(N)=O.NC(N)=O.NC(N)=O.NC(N)=O.NC(N)=O.O.O.O.O

Last columns: bonded neighbours and bond lengths (Å).
CARTESIAN COORDINATES (ANGSTROEM)
1 O 17.53 10.99 -17.09  C24 1.228
2 O 15.34 14.72 -10.21  H37 0.966, H55 0.963
3 O 17.91 8.00 -7.70  C28 1.234
4 O 17.17 7.41 -12.37  C27 1.238
5 O 18.12 13.98 -12.72  H38 0.965, H57 0.963
6 O 16.57 11.54 -6.09  C26 1.232
7 O 21.29 11.35 -8.84  H31 0.960, H52 0.969
8 O 18.63 11.76 -9.84  C23 1.233
9 O 14.35 11.69 -13.15  H34 0.964, H39 0.964
10 O 19.89 9.99 -12.97  C25 1.241
11 N 20.69 11.84 -11.84  C25 1.361, H29 0.998, H45 1.023
12 N 17.22 13.75 -6.03  C26 1.359, H36 1.003, H51 1.002
13 N 16.49 11.43 -9.05  C23 1.355, H30 1.005, H47 1.014
14 N 16.84 7.24 -10.12  C27 1.367, H32 1.019, H56 1.001
15 N 17.30 9.03 -5.74  C28 1.349, H48 1.003, H50 1.013
16 N 16.81 11.70 -11.23  C23 1.376, H46 1.001, H58 1.003
17 N 18.08 9.80 -15.22  C24 1.353, H33 1.005, H42 1.009
18 N 19.34 8.03 -5.97  C28 1.368, H40 1.003, H49 1.006
19 N 18.48 8.60 -10.94  C27 1.355, H43 1.006, H44 1.020
20 N 15.82 12.92 -4.45  C26 1.366, H41 1.003, H60 1.001
21 N 18.49 12.03 -15.28  C24 1.381, H54 1.004, H59 1.002
22 N 21.83 10.94 -13.59  C25 1.360, H35 1.000, H53 1.005
23 C 17.41 11.74 -10.00  O8 1.233, N13 1.355, N16 1.376
24 C 18.00 10.93 -15.96  O1 1.228, N17 1.353, N21 1.381
25 C 20.77 10.83 -12.75  O10 1.241, N11 1.361, N22 1.360
26 C 16.55 12.66 -5.57  O6 1.232, N12 1.359, N20 1.366
27 C 17.50 7.71 -11.22  O4 1.238, N14 1.367, N19 1.355
28 C 18.14 8.34 -6.54  O3 1.234, N15 1.349, N18 1.368
29 H 21.47 12.45 -11.69  N11 0.998
30 H 15.55 11.75 -9.19  N13 1.005
31 H 20.98 11.50 -7.94  O7 0.960
32 H 17.21 7.50 -9.21  N14 1.019
33 H 17.65 9.00 -15.65  N17 1.005
34 H 14.29 11.44 -14.08  O9 0.964
35 H 22.41 11.75 -13.60  N22 1.000
36 H 17.79 13.75 -6.86  N12 1.003
37 H 15.90 14.08 -10.68  O2 0.966
38 H 17.84 13.58 -13.56  O5 0.965
39 H 13.95 10.95 -12.68  O9 0.964
40 H 19.73 8.58 -5.23  N18 1.003
41 H 15.40 12.16 -3.94  N20 1.003
42 H 18.70 9.82 -14.42  N17 1.009
43 H 18.60 8.99 -10.02  N19 1.006
44 H 19.08 9.04 -11.63  N19 1.020
45 H 19.82 11.76 -11.31  N11 1.023
46 H 15.88 11.41 -11.45  N16 1.001
47 H 16.80 11.42 -8.08  N13 1.014
48 H 17.67 9.28 -4.84  N15 1.003
49 H 20.00 7.58 -6.59  N18 1.006
50 H 16.56 9.60 -6.13  N15 1.013
51 H 16.91 14.63 -5.67  N12 1.002
52 H 20.56 11.65 -9.39  O7 0.969
53 H 21.92 10.23 -14.30  N22 1.005
54 H 18.58 12.88 -15.80  N21 1.004
55 H 14.51 14.72 -10.70  O2 0.963
56 H 16.18 6.49 -10.24  N14 1.001
57 H 19.08 14.02 -12.78  O5 0.963
58 H 17.36 11.92 -12.04  N16 1.003
59 H 18.84 11.91 -14.35  N21 1.002
60 H 15.88 13.82 -4.01  N20 1.001